(1)
ORCA calculation (ωB97M-V/def2-TZVPD) on 2 unconnected molecules or ions with the total composition C10H16 at a distorted geometry.

multiplicity = 2
HOMO energy (spin up / spin down) = 0.045 / -0.155 Ha
charge = -1
DFT total energy = -10627.2852 eV
molar mass = 136.24 g mol⁻¹
ΔE to the lowest compared entry with this formula, charge and spin = 1.026 eV

Structure (XYZ):
```
26
C10H16 | the OMol25 dataset | ωB97M-V/def2-TZVPD
C -1.906 -2.643 0.782
C -1.209 -1.456 -1.273
C -1.890 -1.393 -0.061
C -0.890 -0.382 -2.072
C -2.205 -0.107 0.415
C -1.356 0.857 -1.656
C -2.083 0.950 -0.477
H -0.848 -2.446 -1.569
H -0.297 -0.523 -2.967
H -1.977 -2.390 1.842
H -1.039 -3.273 0.584
H -2.475 0.074 1.446
H -1.270 1.787 -2.217
H -2.468 1.948 -0.265
H -2.756 -3.261 0.460
C 2.484 1.579 0.824
C 2.997 0.727 -0.359
C 1.142 1.148 1.447
H 3.267 1.392 1.560
H 2.519 2.636 0.567
H 3.877 0.118 -0.137
H 0.527 1.996 1.751
H 0.506 0.447 0.921
H 3.616 1.446 -0.950
H 2.244 0.190 -0.924
H 1.489 0.579 2.326
```

=====

(2)
ORCA calculation (ωB97M-V/def2-TZVPD) on 2 unconnected molecules or ions with the total composition C10H16 at a distorted geometry.

HOMO energy = -0.333 Ha
charge = 0
DFT total energy = -10628.6465 eV
molar mass = 136.24 g mol⁻¹
SMILES = Cc1ccccc1.CCC
ΔE to the lowest compared entry with this formula, charge and spin = 1.097 eV

Structure (XYZ):
```
26
C10H16 | the OMol25 dataset | ωB97M-V/def2-TZVPD
C 1.249 2.602 0.626
C 0.328 1.558 1.165
C 0.479 0.204 0.861
C -0.161 -0.748 1.643
C -1.234 -0.380 2.420
C -1.479 0.957 2.717
C -0.574 1.911 2.177
H 0.939 3.042 -0.342
H 2.334 2.467 0.615
H 1.205 3.493 1.315
H 1.277 -0.104 0.174
H 0.168 -1.792 1.562
H -1.898 -1.052 2.969
H -2.322 1.326 3.279
H -0.547 2.894 2.653
C 1.128 -2.196 -2.244
C 0.662 -1.559 -3.556
C -0.891 -1.615 -3.675
H 1.814 -1.482 -1.764
H 0.288 -2.341 -1.544
H 1.641 -3.140 -2.417
H 1.159 -2.146 -4.342
H 0.861 -0.463 -3.500
H -1.163 -0.893 -4.446
H -1.350 -1.366 -2.727
H -1.191 -2.606 -4.026
```

=====

(3)
ORCA calculation (ωB97M-V/def2-TZVPD) on 2 unconnected molecules or ions with the total composition C10H16 at a distorted geometry.

HOMO energy = -0.328 Ha
charge = 0
DFT total energy = -10628.7543 eV
molar mass = 136.24 g mol⁻¹
SMILES = Cc1ccccc1.CCC
ΔE to the lowest compared entry with this formula, charge and spin = 0.989 eV

Structure (XYZ):
```
26
C10H16 | the OMol25 dataset | ωB97M-V/def2-TZVPD
C -2.983 -0.226 0.084
C -2.251 0.272 -1.133
C -2.765 1.146 -2.066
C -2.100 1.386 -3.282
C -0.860 0.824 -3.508
C -0.224 0.151 -2.447
C -0.937 -0.214 -1.348
H -2.432 -0.010 1.000
H -3.007 -1.323 0.087
H -4.026 0.080 0.068
H -3.728 1.619 -1.913
H -2.549 2.086 -3.974
H -0.256 0.813 -4.407
H 0.827 -0.113 -2.493
H -0.749 -1.087 -0.727
C 3.155 0.510 1.721
C 2.214 -0.678 1.983
C 2.240 -1.349 3.344
H 3.285 1.083 2.645
H 2.701 1.201 1.018
H 4.150 0.225 1.388
H 1.226 -0.277 1.729
H 2.322 -1.453 1.215
H 2.232 -2.423 3.149
H 3.146 -1.106 3.901
H 1.370 -1.137 3.964
```

=====

(4)
ORCA calculation (ωB97M-V/def2-TZVPD) on 2 unconnected molecules or ions with the total composition C10H16 at a distorted geometry.

HOMO energy = -0.325 Ha
charge = 0
DFT total energy = -10627.8852 eV
molar mass = 136.24 g mol⁻¹
SMILES = Cc1ccccc1.CCC
ΔE to the lowest compared entry with this formula, charge and spin = 1.858 eV

Structure (XYZ):
```
26
C10H16 | the OMol25 dataset | ωB97M-V/def2-TZVPD
C 2.311 1.676 0.334
C 1.536 0.392 0.223
C 0.693 0.050 1.313
C 0.327 -1.281 1.527
C 0.829 -2.285 0.636
C 1.545 -1.944 -0.518
C 1.812 -0.624 -0.716
H 2.092 2.547 -0.281
H 3.330 1.315 0.344
H 2.170 1.961 1.413
H 0.474 0.785 2.053
H -0.098 -1.542 2.482
H 0.582 -3.296 0.911
H 1.784 -2.845 -1.103
H 2.329 -0.357 -1.668
C -2.175 1.722 -0.080
C -2.429 0.200 -0.269
C -1.541 -0.451 -1.454
H -1.489 2.054 -0.858
H -1.829 1.940 0.870
H -3.085 2.253 -0.278
H -1.994 -0.281 0.582
H -3.414 -0.185 -0.645
H -1.121 -1.311 -0.900
H -1.998 -0.729 -2.381
H -0.641 0.236 -1.536
```

=====

(5)
ORCA calculation (ωB97M-V/def2-TZVPD) on 2 unconnected molecules or ions with the total composition C10H16 at a distorted geometry.

HOMO energy = -0.319 Ha
charge = 0
DFT total energy = -10627.4824 eV
molar mass = 136.24 g mol⁻¹
SMILES = CCc1ccccc1.CC
ΔE to the lowest compared entry with this formula, charge and spin = 2.261 eV

Structure (XYZ):
```
26
C10H16 | the OMol25 dataset | ωB97M-V/def2-TZVPD
C -1.076 -1.042 -1.315
C 0.106 -1.134 -2.271
C 1.183 -0.199 -1.697
C 2.180 -0.776 -0.972
C 2.499 -0.076 0.229
C 2.093 1.318 0.379
C 1.274 1.866 -0.588
C 0.818 1.131 -1.630
H -1.534 -0.124 -1.278
H -0.812 -1.206 -0.313
H -1.944 -1.752 -1.576
H 0.503 -2.123 -2.313
H -0.297 -0.981 -3.345
H 2.494 -1.826 -1.097
H 2.976 -0.387 1.123
H 2.446 1.984 1.126
H 1.002 3.032 -0.485
H 0.131 1.639 -2.273
C -2.298 0.457 1.895
C -1.213 -0.264 2.613
H -2.030 0.795 0.936
H -3.177 -0.297 1.891
H -2.694 1.206 2.513
H -1.632 -0.625 3.492
H -0.398 0.372 2.891
H -0.600 -0.988 2.066
```

=====

(6)
ORCA calculation (ωB97M-V/def2-TZVPD) on 2 unconnected molecules or ions with the total composition C10H16 at a distorted geometry.

HOMO energy = -0.325 Ha
charge = 0
DFT total energy = -10628.0710 eV
molar mass = 136.24 g mol⁻¹
SMILES = CCc1ccccc1.CC
ΔE to the lowest compared entry with this formula, charge and spin = 1.673 eV

Structure (XYZ):
```
26
C10H16 | the OMol25 dataset | ωB97M-V/def2-TZVPD
C -2.208 1.485 0.221
C -0.826 1.307 -0.501
C 0.315 0.829 0.379
C 0.584 1.373 1.657
C 1.731 0.960 2.316
C 2.695 0.175 1.625
C 2.269 -0.583 0.562
C 1.009 -0.269 -0.027
H -2.865 0.810 -0.316
H -2.664 2.462 0.000
H -2.135 1.415 1.306
H -1.004 0.560 -1.268
H -0.504 2.245 -0.956
H -0.069 2.138 2.057
H 1.864 1.204 3.364
H 3.676 0.279 2.046
H 2.717 -1.535 0.309
H 0.763 -0.921 -0.871
C -1.894 -2.992 -2.186
C -1.845 -1.527 -2.646
H -2.213 -2.950 -1.131
H -2.710 -3.553 -2.687
H -0.908 -3.443 -2.254
H -0.819 -1.152 -2.535
H -2.017 -1.401 -3.721
H -2.254 -0.784 -1.952
```

=====

(7)
ORCA calculation (ωB97M-V/def2-TZVPD) on 2 unconnected molecules or ions with the total composition C10H16 at a distorted geometry.

HOMO energy = -0.329 Ha
charge = 0
DFT total energy = -10629.3211 eV
molar mass = 136.24 g mol⁻¹
SMILES = CCc1ccccc1.CC
ΔE to the lowest compared entry with this formula, charge and spin = 0.423 eV

Structure (XYZ):
```
26
C10H16 | the OMol25 dataset | ωB97M-V/def2-TZVPD
C 1.781 2.856 0.873
C 0.582 2.026 0.356
C 0.969 0.570 0.223
C 0.405 -0.361 1.085
C 0.899 -1.658 1.189
C 2.023 -1.995 0.443
C 2.513 -1.098 -0.493
C 1.987 0.174 -0.656
H 1.443 3.859 1.111
H 2.555 2.965 0.110
H 2.275 2.354 1.708
H -0.270 2.158 1.014
H 0.363 2.442 -0.630
H -0.476 -0.039 1.620
H 0.332 -2.419 1.707
H 2.474 -2.965 0.571
H 3.325 -1.411 -1.130
H 2.262 0.788 -1.499
C -3.495 -1.668 -1.241
C -2.860 -0.408 -0.630
H -4.540 -1.510 -1.504
H -2.979 -1.910 -2.163
H -3.429 -2.518 -0.565
H -3.218 0.469 -1.170
H -1.776 -0.428 -0.746
H -3.146 -0.274 0.415
```

=====

(8)
ORCA calculation (ωB97M-V/def2-TZVPD) on 2 unconnected molecules or ions with the total composition C10H16 at a distorted geometry.

HOMO energy = -0.328 Ha
charge = 0
DFT total energy = -10626.7146 eV
molar mass = 136.24 g mol⁻¹
SMILES = Cc1ccccc1.CCC
ΔE to the lowest compared entry with this formula, charge and spin = 3.029 eV

Structure (XYZ):
```
26
C10H16 | the OMol25 dataset | ωB97M-V/def2-TZVPD
C -3.009 0.327 0.383
C -1.674 0.166 -0.337
C -0.668 1.100 -0.054
C 0.346 1.371 -0.953
C 0.384 0.358 -1.986
C -0.566 -0.632 -2.261
C -1.793 -0.618 -1.499
H -3.113 1.292 1.065
H -3.236 -0.557 1.016
H -3.822 0.597 -0.466
H -0.686 1.693 0.909
H 0.974 2.130 -0.805
H 1.273 0.173 -2.640
H -0.218 -1.504 -2.724
H -2.627 -1.295 -1.719
C 2.188 0.561 2.229
C 1.599 -0.965 2.196
C 2.341 -1.455 0.942
H 2.901 0.844 1.500
H 2.279 1.077 3.180
H 1.375 1.097 1.794
H 1.797 -1.441 3.102
H 0.603 -0.798 2.054
H 2.135 -0.671 0.189
H 3.459 -1.579 1.120
H 2.006 -2.322 0.466
```

=====

(9)
ORCA calculation (ωB97M-V/def2-TZVPD) on 2 unconnected molecules or ions with the total composition C10H16 at a distorted geometry.

HOMO energy = -0.328 Ha
charge = 0
DFT total energy = -10627.7211 eV
molar mass = 136.24 g mol⁻¹
SMILES = Cc1ccccc1.CCC
ΔE to the lowest compared entry with this formula, charge and spin = 2.022 eV

Structure (XYZ):
```
26
C10H16 | the OMol25 dataset | ωB97M-V/def2-TZVPD
C 0.817 -0.020 -2.652
C 0.121 0.978 -1.760
C -1.076 0.683 -1.122
C -1.573 1.750 -0.254
C -0.868 2.949 -0.077
C 0.261 3.180 -0.722
C 0.857 2.196 -1.532
H 1.621 -0.504 -2.196
H 1.016 0.315 -3.680
H 0.095 -0.898 -2.823
H -1.591 -0.219 -1.339
H -2.565 1.629 0.199
H -1.370 3.686 0.701
H 0.827 4.067 -0.638
H 1.821 2.268 -1.936
C 1.257 -2.643 1.308
C 0.109 -1.643 1.439
C -0.872 -1.664 2.584
H 1.228 -3.381 0.488
H 2.293 -1.998 1.203
H 1.205 -3.359 2.166
H -0.573 -1.805 0.607
H 0.564 -0.589 1.336
H -0.843 -0.926 3.400
H -0.854 -2.544 3.195
H -1.905 -1.507 2.104
```